<P>
Entry from OMol25: a cluster of 2 separate species, C3H6FNS in total (ωB97M-V/def2-TZVPD).

Calculated values
Multiplicity: 1
Highest occupied orbital energy in eV: -8.635
Orbital gap in eV: 8.0

Last column: natural (NBO) charge in e.
Positions of all 12 atoms, in Å:
C (-0.50, 0.62, 0.68)  0.069
C (0.63, 0.63, -0.27)  -0.483
C (0.51, -0.35, -1.59)  0.045
H (-0.90, -1.96, 3.32)  0.108
H (-1.44, 0.77, 0.03)  0.174
H (1.74, 0.43, 0.20)  0.246
H (0.37, 1.65, -0.81)  0.233
H (0.82, -1.44, -1.62)  0.191
H (-0.61, -0.42, -1.77)  0.149
N (-0.29, -0.07, 1.71)  -0.625
F (1.00, 0.32, -2.76)  -0.379
S (-1.35, -0.19, 2.88)  0.272

<Q>
Entry from OMol25: an isolated molecule of C3H6FNS (ωB97M-V/def2-TZVPD).

Calculated values
Multiplicity: 1
Structure (SMILES): C=NSCCF
Highest occupied orbital energy in eV: -8.747
Orbital gap in eV: 9.5

Last column: natural (NBO) charge in e.
Positions of all 12 atoms, in Å:
C (2.67, -0.71, 0.05)  -0.094
N (1.50, -0.27, -0.29)  -0.584
S (0.75, 1.21, 0.09)  0.400
C (-0.90, 0.70, -0.50)  -0.565
C (-1.75, -0.01, 0.51)  0.043
F (-2.89, -0.42, -0.16)  -0.369
H (3.07, -0.30, 0.92)  0.161
H (2.99, -1.64, -0.47)  0.193
H (-0.67, 0.07, -1.38)  0.249
H (-1.39, 1.60, -0.88)  0.226
H (-1.30, -0.90, 0.84)  0.172
H (-2.07, 0.67, 1.27)  0.167

Stability summary: most stable <Q>, least stable <P>.

<P>
Entry from OMol25: an isolated molecule of C5H7N5S (ωB97M-V/def2-TZVPD).

Calculated values
Multiplicity: 1
Structure (SMILES): C/C(=C/C=S)c1nnnn1N
Highest occupied orbital energy in eV: -8.853
Orbital gap in eV: 7.6

Last column: natural (NBO) charge in e.
Positions of all 18 atoms, in Å:
C (0.94, -1.52, 0.22)  -0.644
C (0.11, -0.27, 0.41)  0.083
C (0.71, 0.95, 0.29)  -0.264
C (0.10, 2.25, 0.50)  -0.281
S (-1.47, 2.71, 0.84)  0.043
C (-1.34, -0.39, 0.51)  0.268
N (-2.13, -0.48, 1.57)  -0.275
N (-3.36, -0.61, 1.08)  -0.057
N (-3.40, -0.64, -0.18)  -0.078
N (-2.14, -0.45, -0.53)  -0.036
N (-1.77, -0.37, -1.89)  -0.631
H (0.54, -2.37, 0.77)  0.238
H (2.09, -1.32, 0.40)  0.229
H (0.92, -1.79, -0.83)  0.241
H (1.80, 0.90, 0.04)  0.217
H (0.92, 2.95, 0.51)  0.194
H (-2.39, -0.91, -2.41)  0.377
H (-1.86, 0.69, -2.19)  0.377

<Q>
Entry from OMol25: an isolated molecule of C5H7N5S (ωB97M-V/def2-TZVPD).

Calculated values
Multiplicity: 1
Highest occupied orbital energy in eV: -8.119
Orbital gap in eV: 8.5

Last column: natural (NBO) charge in e.
Positions of all 18 atoms, in Å:
C (2.67, 1.51, 0.40)  0.259
C (0.78, -0.01, -0.80)  -0.037
C (0.70, 1.43, -1.02)  0.008
C (1.82, -0.52, -0.08)  0.117
C (-2.94, -0.56, 0.83)  -0.430
N (2.78, 0.21, 0.43)  -0.452
N (1.60, 2.15, -0.32)  -0.551
N (-0.25, -0.73, -1.39)  -0.298
N (-1.36, -0.69, -0.80)  0.035
N (-1.60, -0.39, 0.43)  -0.302
S (2.05, -2.36, 0.17)  -0.017
H (3.42, 2.14, 0.78)  0.189
H (-3.52, -0.63, -0.09)  0.157
H (-2.95, -1.37, 1.47)  0.205
H (-3.31, 0.26, 1.37)  0.209
H (1.54, 3.15, -0.49)  0.420
H (0.81, -2.58, 0.49)  0.124
H (-2.24, -1.02, -1.38)  0.363

Stability summary: most stable <P>, least stable <Q>.

<P>
Entry from OMol25: a structure of composition C3H8LaO3 (ωB97M-V/def2-TZVPD).

Calculated values
Multiplicity: 1
Highest occupied orbital energy in eV: -11.910
Charge: +1
Orbital gap in eV: 7.1

Last column: Mulliken charge in e.
Positions of all 15 atoms, in Å:
O (2.54, -0.86, 2.11)  -0.604
C (3.10, 0.42, 1.95)  -0.265
C (2.29, 1.25, 0.96)  -0.561
O (2.47, 0.55, -0.35)  -0.313
C (2.07, 1.33, -1.45)  -0.705
La (0.86, -0.86, 0.96)  1.564
H (4.15, 0.32, 1.61)  0.262
H (3.11, 0.99, 2.91)  0.322
H (2.67, 2.27, 0.86)  0.373
H (2.74, 2.19, -1.56)  0.291
H (2.11, 0.70, -2.34)  0.272
H (1.04, 1.71, -1.31)  0.324
O (-1.46, 1.11, 0.37)  -0.640
H (-1.97, 0.83, 1.13)  0.332
H (-0.46, 1.24, 0.70)  0.348

<Q>
Entry from OMol25: a structure of composition C3H8LaO3 (ωB97M-V/def2-TZVPD).

Calculated values
Multiplicity: 1
Highest occupied orbital energy in eV: -11.556
Charge: +1
Orbital gap in eV: 7.2

Last column: Mulliken charge in e.
Positions of all 15 atoms, in Å:
O (-2.19, 1.84, 1.78)  -0.596
C (-2.66, 1.26, 0.54)  -0.615
C (-3.12, -0.15, 0.81)  -0.236
O (-1.89, -0.90, 1.09)  -0.269
C (-2.06, -2.18, 1.67)  -0.697
La (-0.34, 1.04, 1.21)  1.510
H (-3.48, 1.85, 0.08)  0.345
H (-3.61, -0.62, -0.06)  0.335
H (-3.75, -0.26, 1.71)  0.341
H (-2.68, -2.81, 1.01)  0.268
H (-1.07, -2.63, 1.77)  0.267
H (-2.53, -2.10, 2.66)  0.314
O (0.54, 0.86, -1.36)  -0.687
H (-0.52, 0.92, -1.21)  0.372
H (0.69, 0.03, -1.82)  0.350

<R>
Entry from OMol25: a structure of composition C3H8LaO3 (ωB97M-V/def2-TZVPD).

Calculated values
Multiplicity: 1
Highest occupied orbital energy in eV: -11.400
Charge: +1
Orbital gap in eV: 6.8

Last column: Mulliken charge in e.
Positions of all 15 atoms, in Å:
O (-0.35, 2.14, 1.25)  -0.617
C (-1.17, 1.66, 0.16)  -0.487
C (-1.48, 0.20, 0.37)  -0.361
O (-0.20, -0.49, 0.17)  -0.307
C (-0.13, -1.82, 0.64)  -0.676
La (1.20, 1.56, -0.03)  1.519
H (-2.11, 2.23, 0.03)  0.380
H (-2.21, -0.20, -0.35)  0.321
H (-1.79, -0.05, 1.41)  0.331
H (-0.90, -2.43, 0.15)  0.269
H (0.86, -2.21, 0.38)  0.259
H (-0.27, -1.86, 1.73)  0.312
O (3.07, 0.74, -1.89)  -0.629
H (2.08, 0.65, -2.05)  0.332
H (3.41, -0.15, -1.97)  0.354

<S>
Entry from OMol25: a structure of composition C3H8LaO3 (ωB97M-V/def2-TZVPD).

Calculated values
Multiplicity: 1
Highest occupied orbital energy in eV: -11.444
Charge: +1
Orbital gap in eV: 6.8

Last column: Mulliken charge in e.
Positions of all 15 atoms, in Å:
O (-0.14, 2.06, 0.93)  -0.606
C (-0.55, 1.44, -0.30)  -0.942
C (-1.07, 0.06, 0.03)  -0.077
O (0.09, -0.70, 0.47)  -0.245
C (-0.17, -1.96, 1.07)  -0.717
La (1.74, 1.13, 0.76)  1.652
H (-1.34, 2.03, -0.80)  0.374
H (-1.51, -0.45, -0.84)  0.352
H (-1.78, 0.05, 0.89)  0.341
H (-0.76, -2.59, 0.39)  0.266
H (0.79, -2.44, 1.27)  0.267
H (-0.71, -1.82, 2.02)  0.323
O (2.17, 1.29, -1.83)  -0.772
H (0.95, 1.36, -1.66)  0.446
H (2.30, 0.53, -2.41)  0.337

Stability summary: most stable <Q>, least stable <P>.

<P>
Entry from OMol25: a cluster of 10 separate species, C18H56N12O10 in total (ωB97M-V/def2-TZVPD).

Calculated values
Multiplicity: 1
Structure (SMILES): NC(N)=O.NC(N)=O.NC(N)=O.NC(N)=O.NC(N)=O.NC(N)=O.CC(C)O.CC(C)O.CC(C)O.CC(C)O
Highest occupied orbital energy in eV: -8.993
Orbital gap in eV: 9.2

Last column: Mulliken charge in e.
Positions of all 96 atoms, in Å:
N (2.79, -5.08, -0.08)  -0.453
C (1.95, -4.14, 0.43)  0.580
N (0.83, -3.94, -0.31)  -0.321
O (2.25, -3.61, 1.52)  -0.702
H (2.48, -5.58, -0.89)  0.173
H (3.59, -5.29, 0.48)  0.261
H (0.98, -4.04, -1.30)  0.270
H (0.14, -3.18, -0.14)  0.155
N (0.83, -0.37, 0.11)  0.507
C (-0.47, -0.67, -0.05)  0.423
N (-1.26, 0.34, -0.43)  0.885
O (-0.93, -1.83, 0.12)  -1.088
H (1.45, -1.16, 0.15)  -0.120
H (1.19, 0.39, -0.46)  -0.135
H (-0.90, 1.27, -0.31)  -0.206
H (-2.20, 0.21, -0.77)  -0.310
N (-3.57, -2.03, 0.86)  -0.262
C (-3.81, -1.30, 2.00)  0.476
N (-2.66, -1.08, 2.71)  -0.118
O (-4.93, -1.01, 2.39)  -0.693
H (-4.36, -2.23, 0.27)  0.205
H (-2.61, -2.26, 0.56)  0.199
H (-2.69, -0.57, 3.57)  0.216
H (-1.82, -1.53, 2.43)  0.084
N (1.22, 4.07, 0.73)  -0.338
C (1.47, 3.25, -0.33)  0.467
N (2.76, 3.21, -0.73)  -0.321
O (0.62, 2.49, -0.81)  -0.300
H (0.24, 4.15, 0.96)  0.266
H (1.85, 4.82, 0.94)  0.202
H (3.43, 3.63, -0.11)  0.184
H (3.04, 2.44, -1.31)  -0.065
N (-3.04, 3.08, -4.34)  -0.442
C (-2.44, 2.68, -3.19)  0.606
N (-1.13, 2.41, -3.26)  -0.195
O (-3.06, 2.66, -2.12)  -0.599
H (-2.59, 3.08, -5.23)  0.136
H (-4.03, 3.26, -4.33)  0.250
H (-0.59, 2.62, -4.08)  0.191
H (-0.58, 2.22, -2.43)  0.108
N (0.98, -1.14, 3.11)  0.189
C (0.88, -1.83, 4.29)  0.462
N (1.22, -3.14, 4.14)  -0.272
O (0.65, -1.30, 5.37)  -0.730
H (0.82, -0.15, 3.20)  0.152
H (1.11, -1.57, 2.21)  -0.194
H (1.43, -3.50, 3.22)  0.279
H (1.36, -3.69, 4.97)  0.187
C (-4.86, -1.16, -4.47)  -1.202
C (-5.48, -1.15, -3.10)  0.194
C (-4.49, -0.66, -2.06)  -0.377
O (-6.60, -0.27, -3.12)  -0.564
H (-5.44, -1.77, -5.18)  0.359
H (-3.96, -1.78, -4.42)  0.317
H (-4.70, -0.17, -4.88)  0.251
H (-5.95, -2.12, -2.89)  0.360
H (-4.33, 0.38, -2.38)  -0.210
H (-3.55, -1.20, -1.99)  0.221
H (-4.84, -0.54, -1.03)  0.221
H (-6.28, 0.62, -3.30)  0.335
C (3.86, -0.26, 2.65)  -0.347
C (5.25, -0.47, 2.01)  0.279
C (6.37, -0.79, 2.96)  -1.565
O (5.08, -1.56, 1.05)  -0.564
H (3.19, 0.17, 1.91)  -0.124
H (3.90, 0.46, 3.47)  0.456
H (3.46, -1.24, 2.91)  0.120
H (5.52, 0.38, 1.38)  0.247
H (6.35, 0.00, 3.71)  0.362
H (7.35, -0.76, 2.50)  0.413
H (6.21, -1.75, 3.45)  0.403
H (5.25, -2.36, 1.54)  0.322
C (3.28, 0.49, -3.03)  -1.565
C (3.77, -0.42, -1.92)  1.352
C (5.09, -1.08, -2.26)  -1.446
O (3.80, 0.25, -0.67)  -0.272
H (3.19, -0.06, -3.97)  0.412
H (3.90, 1.38, -3.21)  0.381
H (2.33, 1.00, -2.83)  0.229
H (2.99, -1.19, -1.92)  -0.108
H (5.94, -0.39, -2.30)  0.325
H (5.05, -1.72, -3.15)  0.419
H (5.35, -1.84, -1.52)  0.302
H (4.18, -0.35, 0.00)  0.019
C (-4.75, 3.06, 1.97)  -1.584
C (-3.31, 2.64, 1.91)  1.571
C (-2.49, 3.72, 1.20)  -0.745
O (-2.78, 2.49, 3.23)  -0.648
H (-5.15, 3.28, 0.98)  0.328
H (-4.98, 3.92, 2.60)  0.344
H (-5.36, 2.22, 2.32)  0.434
H (-3.25, 1.68, 1.39)  -0.491
H (-2.34, 4.65, 1.76)  0.540
H (-2.87, 3.95, 0.21)  0.259
H (-1.46, 3.41, 1.01)  -0.562
H (-3.36, 1.84, 3.66)  0.351

<Q>
Entry from OMol25: a cluster of 10 separate species, C18H56N12O10 in total (ωB97M-V/def2-TZVPD).

Calculated values
Multiplicity: 1
Structure (SMILES): NC(N)=O.NC(N)=O.NC(N)=O.NC(N)=O.NC(N)=O.NC(N)=O.CC(C)O.CC(C)O.CC(C)O.CC(C)O
Highest occupied orbital energy in eV: -8.823
Orbital gap in eV: 8.4

Last column: Mulliken charge in e.
Positions of all 96 atoms, in Å:
N (-1.76, -2.78, 4.61)  -0.247
C (-0.97, -3.14, 3.68)  0.240
N (-1.39, -2.88, 2.51)  -0.127
O (0.09, -3.87, 4.04)  -0.852
H (-1.43, -2.92, 5.58)  0.287
H (-2.66, -2.20, 4.48)  0.221
H (-1.10, -3.32, 1.65)  0.032
H (-2.41, -2.63, 2.51)  0.246
N (-1.05, -0.62, -3.23)  -0.431
C (-2.29, -0.31, -3.12)  0.485
N (-2.53, -0.27, -1.80)  0.446
O (-3.22, -0.09, -4.07)  -0.799
H (-0.52, -0.59, -4.21)  0.271
H (-0.27, -0.63, -2.42)  0.322
H (-3.39, 0.08, -1.45)  0.124
H (-1.77, -0.44, -1.09)  -0.551
N (1.65, 3.35, -2.73)  -0.293
C (0.93, 2.41, -3.33)  0.132
N (-0.11, 1.94, -2.70)  -0.298
O (1.20, 1.98, -4.58)  -0.718
H (2.57, 3.55, -3.17)  0.301
H (1.68, 3.53, -1.69)  0.255
H (-0.59, 1.13, -3.09)  0.050
H (-0.68, 2.67, -2.35)  0.210
N (1.81, -2.26, 2.68)  -0.174
C (2.99, -1.70, 2.81)  0.291
N (3.35, -1.19, 1.72)  0.112
O (3.67, -1.69, 4.03)  -0.785
H (1.35, -2.80, 3.43)  -0.002
H (1.28, -2.31, 1.76)  0.472
H (4.21, -0.64, 1.69)  0.234
H (2.90, -1.34, 0.80)  -0.165
N (0.80, -0.28, -1.43)  1.553
C (0.32, -0.67, -0.26)  1.233
N (-0.50, 0.16, 0.14)  2.497
O (0.71, -1.79, 0.39)  -1.271
H (1.54, -0.83, -1.96)  0.446
H (0.65, 0.66, -1.83)  -0.844
H (-0.89, 0.08, 1.13)  -0.670
H (-0.45, 1.15, -0.12)  -1.575
N (-1.15, -0.08, 2.72)  -0.089
C (-0.28, 0.72, 3.31)  0.084
N (0.92, 0.31, 3.25)  0.225
O (-0.65, 1.95, 3.82)  -0.759
H (-2.09, 0.36, 2.71)  0.297
H (-1.09, -1.10, 2.86)  -0.033
H (1.76, 0.83, 3.59)  0.313
H (1.19, -0.63, 2.92)  -0.171
C (0.55, 3.43, 0.48)  -1.361
C (2.03, 3.41, 0.42)  -1.177
C (2.74, 2.11, 0.26)  1.099
O (2.50, 4.14, -0.45)  -0.552
H (0.11, 2.76, -0.33)  -0.097
H (0.20, 4.43, 0.49)  0.520
H (0.25, 3.03, 1.41)  0.607
H (2.37, 3.82, 1.31)  0.810
H (2.18, 1.37, 0.79)  -0.746
H (3.79, 2.09, 0.61)  0.452
H (2.71, 1.70, -0.76)  -0.507
H (3.44, 4.31, -0.32)  0.425
C (4.12, 0.15, -3.70)  -1.224
C (3.76, -1.14, -3.08)  0.159
C (3.99, -1.08, -1.61)  -0.157
O (2.52, -1.35, -3.16)  -0.564
H (3.50, 0.86, -3.28)  0.077
H (4.00, 0.09, -4.83)  0.361
H (5.17, 0.51, -3.53)  0.385
H (4.38, -1.83, -3.59)  0.516
H (3.53, -0.26, -1.21)  -0.606
H (5.12, -1.02, -1.58)  0.407
H (3.67, -1.91, -1.01)  0.292
H (2.28, -1.54, -4.10)  0.343
C (-2.95, 1.93, 0.48)  -0.020
C (-3.08, 2.92, 1.56)  1.059
C (-2.99, 4.21, 0.95)  -1.668
O (-4.14, 2.91, 2.23)  -0.625
H (-2.61, 0.96, 0.79)  -0.503
H (-2.37, 2.19, -0.41)  0.068
H (-4.04, 1.70, 0.22)  0.495
H (-2.29, 2.66, 2.36)  -0.228
H (-1.97, 4.44, 0.53)  0.124
H (-3.22, 4.93, 1.73)  0.461
H (-3.68, 4.44, 0.19)  0.419
H (-4.25, 2.01, 2.69)  0.378
C (-3.12, -4.70, -1.45)  -1.507
C (-2.42, -3.50, -0.80)  1.466
C (-3.32, -2.98, 0.43)  -1.295
O (-1.27, -3.74, -0.32)  -0.724
H (-4.04, -4.17, -1.79)  0.345
H (-3.34, -5.51, -0.66)  0.303
H (-2.63, -5.29, -2.23)  0.359
H (-2.33, -2.70, -1.45)  -0.369
H (-4.33, -2.90, 0.17)  0.719
H (-2.94, -1.98, 0.81)  -0.059
H (-3.33, -3.56, 1.34)  0.535
H (-0.60, -3.24, -0.78)  0.282

Stability summary: most stable <P>, least stable <Q>.